1.
# C5H7N

A cluster of 3 separate species, C5H7N in total (the ωB97M-V functional and the def2-TZVPD basis, the OMol25 dataset).

The calculation puts the gap between HOMO and LUMO at 0.30813 Eh.

Last column: Mulliken charge in e.
Positions of all 13 atoms, in Å:
H 0.17 -1.92 0.74  0.288
H 2.12 -0.98 -0.18  0.291
H 0.48 -0.47 -1.18  0.021
C -1.46 -0.88 0.02  -0.562
H 2.07 0.81 -0.56  0.321
C -0.45 1.20 0.50  -0.262
H -0.18 2.25 0.53  0.433
C 0.46 0.10 0.70  0.165
N -0.30 -1.03 0.81  -0.174
H -2.41 1.13 -0.44  0.376
C 1.53 -0.06 -0.19  -0.638
C -1.57 0.61 0.01  -0.410
H -0.53 -0.81 -1.18  0.151


2.
# C5H7N

The molecule C5H7N (the ωB97M-V functional and the def2-TZVPD basis, the OMol25 dataset).

The calculation puts the gap between HOMO and LUMO at 0.34908 Eh.

Last column: Mulliken charge in e.
Positions of all 13 atoms, in Å:
H -2.15 -0.22 0.97  0.210
N -0.34 -1.15 -0.29  0.026
H 2.29 -0.35 -1.06  0.311
C -1.79 0.44 0.06  -0.397
H 0.09 -2.05 -0.44  0.208
H -0.21 2.05 0.40  0.382
H 2.32 0.97 0.13  0.287
H 2.31 -0.71 0.68  0.311
C -0.46 1.02 0.17  -0.351
C 0.42 0.01 -0.06  0.417
H -2.68 1.00 -0.18  0.486
C 1.91 -0.02 -0.08  -1.170
C -1.70 -0.99 -0.31  -0.719


Least stable of them? 1.


1.
# C5H7N

A structure of composition C5H7N (the ωB97M-V functional and the def2-TZVPD basis, the OMol25 dataset).

The calculation puts the gap between HOMO and LUMO (alpha / beta) at 0.23934 / 0.23936 Eh.

Last column: Mulliken charge in e.
Positions of all 13 atoms, in Å:
H 0.52 -0.38 1.81  0.308
C -0.95 1.48 1.50  -0.391
H 0.61 -1.89 0.24  0.241
N 0.01 0.47 -0.04  0.193
H -1.43 2.04 -0.64  0.230
H 1.84 -1.48 -0.88  0.271
C 0.76 -1.63 -0.83  -0.978
H -1.24 1.96 2.35  0.439
H 0.12 -0.08 -2.15  0.377
C 0.24 -0.28 -1.09  0.217
C -0.75 1.78 0.12  -0.783
C -0.11 0.35 1.31  -0.419
H 0.38 -2.34 -1.72  0.296


2.
# C5H7N

A structure of composition C5H7N (the ωB97M-V functional and the def2-TZVPD basis, the OMol25 dataset).

The calculation puts the gap between HOMO and LUMO at 0.36753 Eh.

Last column: Mulliken charge in e.
Positions of all 13 atoms, in Å:
C 1.67 -0.05 -0.03  -0.859
C -0.23 -1.51 -0.06  -0.469
N 0.43 -0.35 -0.74  -0.186
H 2.16 0.76 -0.70  0.273
H 2.38 -0.79 0.17  0.362
C -0.78 0.33 -0.40  0.434
H 0.14 -2.49 0.24  0.379
H 1.55 0.33 1.08  0.257
C -1.10 1.59 -0.11  -1.054
H -0.52 2.39 -0.35  0.332
H -2.37 -1.20 0.48  0.339
H -1.96 1.90 0.33  0.312
C -1.38 -0.90 0.09  -0.120


Least stable of them? 1.


1.
# C5H7N

The molecule C5H7N (the ωB97M-V functional and the def2-TZVPD basis, the OMol25 dataset).

Its SMILES is [H]/N=C\CC=C=C. The calculation puts the gap between HOMO and LUMO at 0.37710 Eh.

Last column: Mulliken charge in e.
Positions of all 13 atoms, in Å:
C 1.22 -0.15 -0.46  -0.377
H -0.03 2.55 1.05  0.256
N -2.01 -0.57 0.05  -0.576
C 0.16 2.16 0.06  -0.566
H 0.95 -1.88 0.69  0.259
H -1.92 -0.73 -0.96  0.246
H 2.21 -0.33 -0.87  0.356
C -0.92 -0.84 0.62  -0.100
H -0.10 2.72 -0.82  0.236
H -0.87 -0.66 1.70  0.418
C 0.79 1.05 -0.18  0.135
C 0.35 -1.33 -0.04  -0.608
H 0.12 -2.00 -0.87  0.321


2.
# C5H7N

A structure of composition C5H7N (the ωB97M-V functional and the def2-TZVPD basis, the OMol25 dataset).

The calculation puts the gap between HOMO and LUMO at 0.36030 Eh.

Last column: Mulliken charge in e.
Positions of all 13 atoms, in Å:
C 0.40 1.32 -0.48  -0.712
H 1.73 -0.80 0.90  0.238
C -0.93 1.39 0.02  0.433
H -0.61 -2.13 -0.66  0.225
C 0.15 -1.35 -0.56  -0.623
H 0.50 1.38 -1.55  0.265
H 0.89 -1.36 -1.37  0.239
C -0.16 -0.01 0.05  0.280
H 0.26 -1.55 1.67  0.224
C 0.67 -1.01 0.82  -0.629
N -2.09 1.68 0.41  -0.665
H 1.17 1.78 0.12  0.268
H -1.98 0.64 0.61  0.458


Least stable of them? 2.


1.
# C5H7N

The molecule C5H7N (the ωB97M-V functional and the def2-TZVPD basis, the OMol25 dataset).

The calculation puts the gap between HOMO and LUMO (alpha / beta) at 0.31249 / 0.31251 Eh.

Last column: Mulliken charge in e.
Positions of all 13 atoms, in Å:
H 0.33 1.43 2.19  0.242
H -1.95 -0.09 0.26  0.284
C 0.13 0.43 0.30  0.611
C -0.96 -0.42 -0.02  -0.104
C 1.48 -0.59 -1.31  -0.357
C -0.80 -1.52 -0.82  -0.806
N 1.26 0.09 -0.30  -0.195
C 0.05 1.65 1.16  -1.088
H 0.08 -2.15 -0.78  0.259
H -1.66 -1.99 -1.29  0.273
H 2.31 -1.30 -1.35  0.237
H -0.97 2.04 1.17  0.320
H 0.71 2.43 0.79  0.324


2.
# C5H7N

A structure of composition C5H7N (the ωB97M-V functional and the def2-TZVPD basis, the OMol25 dataset).

The calculation puts the gap between HOMO and LUMO (alpha / beta) at 0.31360 / 0.32185 Eh.

Last column: Mulliken charge in e.
Positions of all 13 atoms, in Å:
H -4.41 -0.70 0.62  0.359
C -1.19 0.59 -0.22  -0.197
H 2.64 0.64 0.38  0.275
H 1.46 0.53 -1.38  0.302
H -0.50 1.38 -0.37  0.458
C -3.47 -0.20 0.52  -0.402
C -2.46 0.20 -0.05  -0.100
N -0.08 -0.89 -0.75  -0.361
H 1.92 -1.10 -1.20  0.380
H 2.08 -0.77 1.28  0.295
H 0.99 0.61 1.24  0.291
C 1.77 0.04 0.67  -0.809
C 1.24 -0.34 -0.76  -0.492


Least stable of them? 2.


1.
# C5H7N

A structure of composition C5H7N (the ωB97M-V functional and the def2-TZVPD basis, the OMol25 dataset).

The calculation puts the gap between HOMO and LUMO at 0.31542 Eh.

Last column: Mulliken charge in e.
Positions of all 13 atoms, in Å:
H -0.46 1.81 1.11  0.302
H -1.37 -0.15 1.16  0.342
H 0.17 -2.34 1.08  0.259
H 0.00 2.15 -1.04  0.291
H -1.03 -1.40 -2.77  0.416
C 0.40 -1.33 1.37  -0.725
C -0.70 -0.81 -1.95  -0.151
H 1.51 1.15 -0.87  0.207
C -0.32 -0.27 0.92  -0.086
C 0.46 1.26 -0.61  -0.378
N 0.27 1.15 0.82  -0.503
H 1.36 -1.19 1.87  0.288
C -0.28 -0.03 -1.10  -0.261


2.
# C5H7N

The molecule C5H7N (the ωB97M-V functional and the def2-TZVPD basis, the OMol25 dataset).

Its SMILES is C#CC(=C)CN. The calculation puts the gap between HOMO and LUMO at 0.37926 Eh.

Last column: Mulliken charge in e.
Positions of all 13 atoms, in Å:
H -0.49 -0.62 1.65  0.268
C -0.95 0.44 -0.94  -0.684
C 0.10 -0.45 -0.38  0.590
H 1.40 1.65 1.10  0.255
H 1.22 -0.84 1.35  0.444
H 1.33 -2.20 -0.44  0.215
C -1.78 1.13 -1.48  0.195
C 0.68 -1.48 -1.01  -0.923
H -0.26 1.67 1.29  0.270
H -2.66 1.66 -1.79  0.433
H 0.45 -1.85 -2.01  0.313
C 0.39 -0.23 1.11  -0.774
N 0.57 1.12 1.55  -0.602


3.
# C5H7N

A structure of composition C5H7N (the ωB97M-V functional and the def2-TZVPD basis, the OMol25 dataset).

The calculation puts the gap between HOMO and LUMO (alpha / beta) at 0.29335 / 0.29328 Eh.

Last column: Mulliken charge in e.
Positions of all 13 atoms, in Å:
N -0.20 -0.10 0.73  -0.214
H -1.82 -0.25 -0.62  0.314
H -1.04 -1.79 -0.13  0.275
H -1.05 1.77 0.26  0.283
C 0.75 0.97 -0.44  -0.404
H 0.24 1.83 1.54  0.247
C -0.14 1.32 0.67  -0.282
H 0.68 1.42 -1.44  0.266
C 1.53 -0.18 -0.33  0.048
H -2.08 -0.93 1.01  0.283
C -1.35 -0.80 0.21  -0.748
H 2.23 -2.16 -0.73  0.257
C 2.25 -1.10 -0.73  -0.326


4.
# C5H7N

The molecule C5H7N (the ωB97M-V functional and the def2-TZVPD basis, the OMol25 dataset).

The calculation puts the gap between HOMO and LUMO at 0.27943 Eh.

Last column: Mulliken charge in e.
Positions of all 13 atoms, in Å:
H 0.91 -1.42 -1.04  0.363
C 0.69 0.75 -0.24  -0.321
H -1.40 1.58 0.34  0.393
C 1.43 -0.10 0.79  -0.628
C -1.36 -0.23 -1.12  -0.833
H -1.56 -0.75 1.09  0.321
C 0.60 -0.75 -0.22  0.001
H 1.24 1.38 -0.93  0.316
H 1.11 -0.20 1.82  0.214
C -0.82 0.80 -0.16  -0.034
N -0.91 -0.60 0.28  -0.180
H 2.49 -0.18 0.61  0.268
H -2.43 -0.29 -1.22  0.121


Least stable of them? 4.


1.
# C5H7N

The molecule C5H7N (the ωB97M-V functional and the def2-TZVPD basis, the OMol25 dataset).

Its SMILES is C#CC1CNC1. The calculation puts the gap between HOMO and LUMO at 0.37743 Eh.

Last column: Mulliken charge in e.
Positions of all 13 atoms, in Å:
H -0.06 -0.08 1.71  0.265
C 0.83 -1.04 0.02  -0.549
C -2.78 0.00 -0.21  -0.124
H 0.23 1.49 -0.74  0.316
N 1.81 0.04 -0.22  -0.534
H 1.03 -1.79 0.71  0.302
H 1.04 1.75 0.83  0.274
H 2.12 0.09 -1.25  0.269
H -3.68 0.21 -0.81  0.376
H 0.55 -1.49 -0.92  0.303
C -0.20 -0.07 0.62  0.274
C 0.73 1.03 0.08  -0.524
C -1.60 -0.13 0.18  -0.649


2.
# C5H7N

The molecule C5H7N (the ωB97M-V functional and the def2-TZVPD basis, the OMol25 dataset).

The calculation puts the gap between HOMO and LUMO (alpha / beta) at 0.33443 / 0.26637 Eh.

Last column: Mulliken charge in e.
Positions of all 13 atoms, in Å:
C -1.09 -0.37 -0.40  0.268
H 1.36 1.80 -0.41  0.398
H 0.74 -1.51 -1.32  0.335
C 0.68 0.99 -0.16  -0.112
H -1.72 -0.62 -1.26  0.363
H -0.98 -0.63 1.56  0.291
C -0.72 1.05 -0.28  -0.687
H 2.27 -0.44 0.35  0.284
N -1.69 -0.71 0.83  -0.667
C 1.20 -0.27 0.50  -0.622
C 0.35 -0.84 -0.55  -0.444
H -1.33 1.93 -0.41  0.394
H 0.93 -0.38 1.55  0.199


3.
# C5H7N

The molecule C5H7N (the ωB97M-V functional and the def2-TZVPD basis, the OMol25 dataset).

The calculation puts the gap between HOMO and LUMO at 0.35924 Eh.

Last column: Mulliken charge in e.
Positions of all 13 atoms, in Å:
C -0.79 1.05 -1.21  0.080
H -1.68 0.47 1.53  0.249
N -0.09 0.20 -1.78  -0.524
C 0.60 0.46 1.19  -0.599
H 0.08 -1.70 0.93  0.463
H 1.48 1.14 0.72  0.178
H -1.33 2.03 -1.39  0.283
H 0.79 0.27 2.23  0.296
C -0.80 0.38 0.79  -0.253
C 0.41 -0.93 -0.99  -0.558
H -0.17 -1.70 -1.53  0.358
C 0.06 -0.77 0.48  -0.300
H 1.46 -0.90 -0.95  0.326


4.
# C5H7N

The molecule C5H7N (the ωB97M-V functional and the def2-TZVPD basis, the OMol25 dataset).

The calculation puts the gap between HOMO and LUMO (alpha / beta) at 0.31465 / 0.25344 Eh.

Last column: Mulliken charge in e.
Positions of all 13 atoms, in Å:
H -2.91 0.28 0.16  0.277
C -1.21 -0.53 0.01  0.036
H 0.94 -1.41 1.35  0.259
C 1.10 -0.77 -0.74  -0.601
H 1.81 -0.32 -1.39  0.262
H 0.52 -1.67 -1.20  0.234
H -0.26 2.13 0.89  0.283
H 2.00 0.13 1.02  0.270
C -0.14 1.52 -0.01  -1.399
N -2.40 -0.60 -0.03  -0.542
C 1.23 -0.59 0.70  -0.513
H -0.77 1.78 -0.81  0.412
C 0.09 0.06 0.04  1.021


Least stable of them? 2.